Entry 1:
{"formula": "C5H7NO", "method": "ωB97M-V/def2-TZVPD", "symbols": ["O", "C", "C", "C", "C", "C", "N", "H", "H", "H", "H", "H", "H", "H"], "positions_angstrom": [[-2.97369, 0.18938, 1.45635], [-2.53367, -0.62006, 0.38118], [-1.13577, -0.31179, 0.03435], [0.00507, 0.06529, -0.08274], [1.30919, 0.69310, -0.12719], [2.55671, -0.05176, -0.42287], [2.02670, 0.90405, -1.38728], [-2.30368, 0.12047, 2.14665], [-2.64635, -1.68939, 0.61640], [-3.19682, -0.39707, -0.46096], [1.38348, 1.54120, 0.55064], [2.48675, -1.11512, -0.63912], [3.47301, 0.25762, 0.07457], [1.54907, 0.41407, -2.13997]], "lumo_energy_ha": 0.0288, "smiles": "OCC#C[C@H]1CN1", "fmax_ev_per_a": 0.5, "de_lowest_kj_mol": 329.8, "mol_weight_g_mol": 97.12, "gap_ev": 10.05}

Entry 2:
{"formula": "C5H7NO2", "method": "ωB97M-V/def2-TZVPD", "symbols": ["C", "C", "C", "C", "C", "H", "H", "H", "H", "H", "H", "H", "N", "O", "O"], "positions_angstrom": [[0.87823, 1.61607, 0.46281], [2.17609, -0.52290, -0.35070], [-0.13031, -0.92838, 0.05052], [-1.52565, -0.92458, 0.31614], [-2.51135, 0.03360, -0.26211], [0.76568, 2.20664, -0.47634], [-0.11109, 1.57117, 1.05363], [1.99708, 1.98156, 0.95427], [1.94705, -1.57057, -0.33380], [0.25975, -2.12047, -0.22590], [-1.82676, -1.88480, 0.77740], [-3.68866, -0.70180, -0.72638], [0.83993, 0.03541, 0.02849], [3.18383, 0.08800, -0.56646], [-2.25382, 1.12106, -0.70157]], "lumo_energy_ha": 0.0021, "fmax_ev_per_a": 4.1, "de_lowest_kj_mol": 464.2, "mol_weight_g_mol": 113.12, "gap_ev": 8.75}

Entry 3:
{"formula": "C5H7NO2", "method": "ωB97M-V/def2-TZVPD", "symbols": ["C", "C", "C", "C", "C", "H", "H", "H", "H", "H", "H", "H", "N", "O", "O"], "positions_angstrom": [[0.19455, -1.10768, 0.95136], [0.02585, 0.07221, 0.14335], [-1.32082, 0.87424, -0.06684], [1.53837, 0.72962, 0.42247], [0.40551, -0.27228, -1.32239], [-1.02661, -1.42199, 1.35520], [0.72185, -0.71214, 2.09765], [1.10105, -1.90884, 0.26862], [-1.14031, 1.75241, -0.86925], [-1.91521, 1.17348, 1.02309], [-1.62322, -0.39936, -1.66341], [2.44946, 0.62994, -0.55861], [0.80486, -0.66882, -2.32781], [-2.05099, -0.13561, -0.88816], [1.83565, 1.39482, 1.43472]], "lumo_energy_ha": 0.0028, "fmax_ev_per_a": 6.2, "de_lowest_kj_mol": 649.4, "mol_weight_g_mol": 113.12, "gap_ev": 10.30}

Entry 4:
{"formula": "C5H7NO2", "method": "ωB97M-V/def2-TZVPD", "symbols": ["C", "C", "C", "C", "C", "H", "H", "H", "H", "H", "H", "H", "N", "O", "O"], "positions_angstrom": [[-0.67975, 1.02777, -0.11668], [-0.74630, -0.22105, -1.00779], [0.27838, -1.14406, -0.37072], [0.60553, 0.63607, 0.60687], [1.51325, -0.08670, -0.33706], [-1.66476, 0.38408, 1.35099], [-0.61355, 2.03436, -0.62405], [-0.62741, -0.21498, -2.09307], [-1.63734, -0.82040, -0.86030], [0.41784, -2.18217, -0.61794], [1.01762, -1.15011, 1.53024], [1.05640, 1.31407, 1.36236], [0.17387, -0.74795, 1.05235], [-1.70695, 1.18974, 0.82267], [2.61317, -0.01867, -0.69786]], "lumo_energy_ha": 0.0313, "smiles": "O=C1[C@@H]2C[C@@H](O)[C@H]1N2", "fmax_ev_per_a": 3.7, "de_lowest_kj_mol": 215.9, "mol_weight_g_mol": 113.12, "gap_ev": 10.17}

Entry 5:
{"formula": "C5H7NO2", "method": "ωB97M-V/def2-TZVPD", "symbols": ["C", "C", "C", "C", "C", "H", "H", "H", "H", "H", "H", "H", "N", "O", "O"], "positions_angstrom": [[1.68910, 0.57138, -0.19174], [0.29372, -1.20577, 0.86864], [-1.29741, -0.86401, 0.81570], [-1.54214, 0.64825, 0.97153], [-1.44132, -0.02615, -0.37657], [2.29648, 0.38549, 0.81316], [0.81357, -0.93465, 1.82083], [0.33393, -2.37325, 0.79616], [-1.71008, -1.62804, 1.38263], [-0.72838, 1.24013, 1.49589], [-2.42176, 0.94069, 1.51365], [-2.29785, 0.13345, -1.00849], [0.70568, -0.41492, -0.25098], [1.88253, 1.40817, -1.07466], [-0.31221, -0.10836, -1.12312]], "lumo_energy_ha": 0.0303, "smiles": "O=CN1C[C@H]2C[C@H]2O1", "fmax_ev_per_a": 3.7, "de_lowest_kj_mol": 405.2, "mol_weight_g_mol": 113.12, "gap_ev": 10.19}

Entry 6:
{"formula": "C5H7NO2", "method": "ωB97M-V/def2-TZVPD", "symbols": ["C", "C", "N", "C", "O", "C", "C", "O", "H", "H", "H", "H", "H", "H", "H"], "positions_angstrom": [[-0.00451, 1.02304, 0.36588], [1.38910, 0.91047, 0.86408], [0.01377, -0.50995, -1.46034], [-1.15877, -0.86544, -0.88738], [-0.15319, -0.31528, -2.83023], [-0.91025, -0.97184, 0.59098], [-0.95638, -1.45694, 1.70474], [-2.27900, -0.99180, -1.34678], [0.71678, -0.54679, -3.18199], [-0.16463, 1.58661, -0.54106], [-0.76888, 1.28642, 1.08497], [1.46040, 0.34369, 1.79100], [2.04194, 0.46023, 0.11730], [1.76258, 1.92851, 1.04855], [-0.98896, -1.88092, 2.68029]], "lumo_energy_ha": [-0.0552, -0.0370], "fmax_ev_per_a": 1.7, "de_lowest_kj_mol": 703.4, "mol_weight_g_mol": 113.12, "gap_ev": [6.70, 8.17]}

Entry 7:
{"formula": "C5H7NO2", "method": "ωB97M-V/def2-TZVPD", "symbols": ["C", "C", "C", "C", "N", "C", "O", "O", "H", "H", "H", "H", "H", "H", "H"], "positions_angstrom": [[-0.19810, -0.74682, 0.46149], [-0.17067, -2.20145, 0.06499], [-0.39792, 1.16096, -0.27095], [1.35909, -0.08930, -0.07090], [-1.03276, 2.29223, 0.13037], [0.94052, 1.12773, -0.61901], [-1.15999, 0.01737, -0.29881], [2.40983, -0.62072, 0.16594], [-0.37824, -0.60355, 1.52988], [-2.00393, 2.38502, -0.13713], [-0.46784, 3.12588, 0.21746], [1.56104, 1.88512, -1.06620], [-1.16397, -2.65595, 0.13579], [0.18638, -2.32795, -0.96043], [0.51656, -2.74856, 0.71751]], "lumo_energy_ha": 0.0236, "smiles": "C[C@@H]1OC(N)=CC1=O", "fmax_ev_per_a": 3.3, "de_lowest_kj_mol": 160.7, "mol_weight_g_mol": 113.12, "gap_ev": 9.21}

Entry 8:
{"formula": "C5H7NO2", "method": "ωB97M-V/def2-TZVPD", "symbols": ["C", "C", "C", "C", "C", "H", "H", "H", "H", "H", "H", "H", "N", "O", "O"], "positions_angstrom": [[-2.21722, -0.62375, -0.01939], [-0.04159, 0.07979, -0.27852], [0.31593, 1.10489, 0.76045], [1.17889, 0.81971, -0.53850], [2.22943, -0.22957, -0.42982], [-3.23245, -0.47189, -0.42515], [-2.09665, -0.22972, 0.99325], [-1.99156, -1.61480, 0.06675], [0.47087, 0.62325, 1.76087], [-0.46459, 1.86686, 0.64357], [1.39860, 1.59115, -1.24911], [3.30016, -0.05387, -0.51893], [1.85540, -1.39478, -0.02725], [-1.20569, -0.09447, -0.95963], [0.50045, -1.37281, 0.22140]], "lumo_energy_ha": 0.0344, "smiles": "CO[C@]12C[C@H]1C=NO2", "fmax_ev_per_a": 3.0, "de_lowest_kj_mol": 412.4, "mol_weight_g_mol": 113.12, "gap_ev": 10.26}

Entry 9:
{"formula": "C5H7NO2", "method": "ωB97M-V/def2-TZVPD", "symbols": ["C", "C", "C", "C", "C", "N", "O", "O", "H", "H", "H", "H", "H", "H", "H"], "positions_angstrom": [[1.02246, -0.27371, 0.37980], [0.91685, 1.26500, 0.44149], [0.50541, -0.95275, -0.60385], [-1.50791, 0.73000, 0.77326], [-2.05673, 0.21064, -0.57656], [-0.34624, 1.65331, 0.64656], [1.80959, 2.06007, 0.16362], [-2.62625, -0.83946, -0.64606], [0.42983, -1.97644, -0.44513], [0.15011, -0.43666, -1.42848], [-1.24390, -0.09337, 1.49012], [-2.46606, 1.29752, 1.02964], [-1.86534, 0.91570, -1.45437], [-0.67195, 2.62871, 0.26337], [1.63011, -0.82512, 1.07838]], "lumo_energy_ha": 0.0198, "smiles": "C=CC(=O)NCC=O", "fmax_ev_per_a": 4.9, "de_lowest_kj_mol": 201.9, "mol_weight_g_mol": 113.12, "gap_ev": 10.34}

Entry 10:
{"formula": "C5H7NO2", "method": "ωB97M-V/def2-TZVPD", "symbols": ["C", "C", "C", "C", "C", "N", "O", "O", "H", "H", "H", "H", "H", "H", "H"], "positions_angstrom": [[2.28505, -1.75865, 0.05825], [0.51638, -0.39526, 0.69605], [2.45648, 0.43935, -0.31349], [-1.01999, 0.89122, -0.55647], [-0.88741, -0.04779, 0.60017], [3.01627, -0.69301, -0.17009], [0.99175, -1.60271, 0.43922], [3.02501, 1.64694, -0.15893], [2.79500, -2.67916, 0.00136], [-0.80495, 0.15620, -1.42095], [-0.14891, 1.73900, -0.51207], [-2.10061, 1.29442, -0.60855], [-1.43475, -0.96993, 0.28912], [-1.26645, 0.29485, 1.54412], [3.83175, 1.59928, 0.21261]], "lumo_energy_ha": [0.0199, 0.0199], "fmax_ev_per_a": 5.4, "de_lowest_kj_mol": 603.3, "mol_weight_g_mol": 113.12, "gap_ev": [7.94, 7.94]}

Entry 11:
{"formula": "C5H7NO2", "method": "ωB97M-V/def2-TZVPD", "symbols": ["C", "C", "C", "C", "C", "N", "O", "O", "H", "H", "H", "H", "H", "H", "H"], "positions_angstrom": [[2.69765, -0.95686, -2.22425], [1.96037, -1.56637, -1.47270], [-0.92959, 0.92254, 0.34736], [0.99180, -3.61947, -1.01768], [1.08258, -2.31352, -0.77797], [-2.26601, 2.96352, 1.32562], [-0.78145, 0.37179, 1.33438], [-1.11739, 1.37662, -0.70690], [3.09691, -0.58981, -3.15210], [0.14396, -4.20340, -0.60062], [1.74518, -4.28604, -1.39998], [0.34417, -1.65454, -0.34707], [-2.21725, 3.08927, 2.34019], [-3.01792, 2.57825, 0.68883], [-2.23567, 3.96215, 1.04912]], "lumo_energy_ha": 0.0242, "smiles": "C#CC=C.O=C=O.N", "fmax_ev_per_a": 5.6, "de_lowest_kj_mol": 285.1, "mol_weight_g_mol": 113.12, "gap_ev": 9.69}

Entry 12:
{"formula": "C5H7NO2", "method": "ωB97M-V/def2-TZVPD", "symbols": ["C", "C", "C", "C", "C", "H", "H", "H", "H", "H", "H", "H", "N", "O", "O"], "positions_angstrom": [[-0.44491, -1.70682, -1.26643], [-0.13336, -0.53942, -0.43907], [0.94678, 1.27491, 0.20500], [-0.23472, 1.08606, 1.29942], [-0.68801, -0.33640, 0.87133], [0.90235, -0.96389, -2.22287], [1.83225, 1.08321, 0.52580], [0.68297, 2.32156, -0.22388], [-1.03056, 1.82908, 1.15770], [0.24022, 1.28706, 2.14449], [-1.62329, -0.43487, 0.75124], [-0.26956, -1.00192, 1.58917], [0.77207, 0.32704, -0.84525], [0.44999, -1.83997, -2.33543], [-1.40222, -2.38563, -1.21122]], "lumo_energy_ha": -0.0010, "smiles": "O=C(O)C1=NCCC1", "fmax_ev_per_a": 9.0, "de_lowest_kj_mol": 186.6, "mol_weight_g_mol": 113.12, "gap_ev": 10.72}

Please write out number 5 again, unchanged.
{"formula": "C5H7NO2", "method": "ωB97M-V/def2-TZVPD", "symbols": ["C", "C", "C", "C", "C", "H", "H", "H", "H", "H", "H", "H", "N", "O", "O"], "positions_angstrom": [[1.68910, 0.57138, -0.19174], [0.29372, -1.20577, 0.86864], [-1.29741, -0.86401, 0.81570], [-1.54214, 0.64825, 0.97153], [-1.44132, -0.02615, -0.37657], [2.29648, 0.38549, 0.81316], [0.81357, -0.93465, 1.82083], [0.33393, -2.37325, 0.79616], [-1.71008, -1.62804, 1.38263], [-0.72838, 1.24013, 1.49589], [-2.42176, 0.94069, 1.51365], [-2.29785, 0.13345, -1.00849], [0.70568, -0.41492, -0.25098], [1.88253, 1.40817, -1.07466], [-0.31221, -0.10836, -1.12312]], "lumo_energy_ha": 0.0303, "smiles": "O=CN1C[C@H]2C[C@H]2O1", "fmax_ev_per_a": 3.7, "de_lowest_kj_mol": 405.2, "mol_weight_g_mol": 113.12, "gap_ev": 10.19}